(1)
{"formula": "C48H62BF5N8OS5V", "method": "the ωB97M-V functional and the def2-TZVPD basis", "species": ["V", "C", "C", "C", "C", "N", "N", "B", "N", "N", "C", "C", "C", "C", "C", "S", "C", "C", "C", "C", "N", "N", "C", "C", "C", "C", "C", "S", "C", "C", "C", "C", "C", "S", "C", "C", "C", "C", "H", "H", "H", "H", "H", "H", "H", "H", "H", "H", "H", "H", "H", "H", "H", "H", "H", "H", "H", "H", "H", "H", "H", "H", "H", "H", "H", "H", "H", "H", "H", "H", "H", "H", "H", "H", "H", "H", "H", "C", "C", "C", "C", "H", "H", "H", "H", "H", "H", "H", "H", "H", "C", "C", "C", "N", "C", "S", "N", "C", "O", "C", "C", "C", "C", "C", "C", "H", "H", "H", "H", "H", "H", "H", "H", "H", "H", "H", "H", "H", "H", "F", "C", "C", "F", "C", "F", "C", "S", "C", "F", "C", "F"], "positions_angstrom": [[-0.119, -1.882, 0.691], [4.923, -0.790, -0.575], [3.965, 0.157, 0.078], [4.294, 1.428, 0.388], [3.343, 2.296, 0.990], [2.139, 1.894, 1.244], [1.793, 0.628, 0.932], [0.316, 0.236, 1.300], [-0.673, 1.076, 0.541], [-0.107, 1.751, -0.469], [-0.861, 2.379, -1.350], [-2.246, 2.366, -1.279], [-2.847, 1.689, -0.229], [-4.347, 1.623, -0.166], [-2.039, 1.049, 0.705], [-2.721, 0.118, 2.039], [-0.086, 3.212, -2.372], [0.064, 4.618, -1.768], [1.306, 2.625, -2.627], [-0.840, 3.306, -3.698], [0.138, 0.417, 2.857], [-0.093, 1.689, 3.258], [-0.322, 1.922, 4.514], [-0.255, 0.872, 5.470], [-0.038, -0.401, 5.080], [-0.010, -1.548, 6.040], [0.106, -0.649, 3.672], [0.172, -2.233, 3.046], [-0.658, 3.351, 4.935], [0.527, 3.921, 5.727], [-0.934, 4.230, 3.716], [-1.912, 3.328, 5.822], [2.624, -0.270, 0.384], [2.100, -1.866, 0.054], [3.707, 3.731, 1.356], [4.876, 3.709, 2.350], [2.519, 4.442, 1.997], [4.119, 4.485, 0.085], [5.921, -0.352, -0.620], [4.586, -1.018, -1.590], [4.962, -1.736, -0.033], [5.298, 1.786, 0.186], [-2.855, 2.865, -2.022], [-4.781, 2.481, -0.678], [-4.713, 1.586, 0.857], [-4.698, 0.717, -0.671], [0.577, 4.569, -0.805], [-0.913, 5.084, -1.609], [0.644, 5.256, -2.440], [1.855, 2.478, -1.697], [1.872, 3.303, -3.272], [1.237, 1.654, -3.127], [-1.782, 3.853, -3.605], [-1.055, 2.313, -4.100], [-0.224, 3.840, -4.425], [-0.406, 1.090, 6.523], [-0.126, -1.198, 7.065], [0.926, -2.103, 5.948], [-0.808, -2.254, 5.804], [1.439, 3.906, 5.126], [0.713, 3.345, 6.638], [0.325, 4.956, 6.018], [-0.094, 4.236, 3.022], [-1.130, 5.252, 4.052], [-1.808, 3.870, 3.165], [-1.732, 2.842, 6.783], [-2.734, 2.806, 5.323], [-2.236, 4.351, 6.027], [4.611, 3.141, 3.246], [5.124, 4.729, 2.654], [5.775, 3.262, 1.919], [2.231, 3.957, 2.931], [1.646, 4.426, 1.342], [2.787, 5.481, 2.207], [4.970, 4.015, -0.414], [4.405, 5.509, 0.338], [3.289, 4.527, -0.626], [-5.369, -1.857, 1.811], [-3.959, -2.342, 2.129], [-3.807, -3.836, 1.855], [-2.928, -1.560, 1.312], [-6.101, -2.367, 2.441], [-5.615, -2.078, 0.766], [-5.475, -0.782, 1.968], [-3.752, -2.162, 3.190], [-3.924, -4.051, 0.790], [-4.565, -4.401, 2.405], [-2.821, -4.197, 2.146], [-3.242, -1.453, 0.274], [-1.990, -2.128, 1.365], [-2.671, -3.121, -4.342], [-2.704, -1.824, -5.147], [-2.306, -0.585, -4.355], [-0.875, -0.556, -4.045], [-0.315, -0.959, -2.903], [-1.216, -1.321, -1.537], [1.054, -1.041, -2.862], [2.004, -1.111, -3.879], [3.151, -0.809, -3.654], [1.568, -1.640, -5.208], [1.955, -0.981, -6.367], [1.561, -1.478, -7.602], [0.806, -2.642, -7.674], [0.443, -3.314, -6.511], [0.817, -2.810, -5.275], [-2.970, -3.970, -4.961], [-3.347, -3.070, -3.484], [-1.674, -3.331, -3.947], [-3.711, -1.651, -5.539], [-2.041, -1.910, -6.015], [-2.850, -0.519, -3.417], [-2.527, 0.311, -4.936], [-0.259, -0.425, -4.834], [1.448, -1.091, -1.923], [2.564, -0.087, -6.292], [1.853, -0.963, -8.509], [0.504, -3.031, -8.639], [-0.132, -4.231, -6.567], [0.538, -3.325, -4.361], [1.660, -9.316, 1.959], [1.176, -8.155, 1.506], [0.180, -8.135, 0.554], [-0.308, -9.290, 0.078], [-0.311, -6.929, 0.097], [-1.282, -6.988, -0.826], [0.150, -5.692, 0.544], [-0.554, -4.234, -0.139], [1.156, -5.757, 1.499], [1.694, -4.628, 2.006], [1.663, -6.954, 1.978], [2.632, -6.954, 2.902]], "lowdin_spin": [2.811, 0.000, 0.002, 0.008, 0.005, 0.007, 0.037, 0.143, -0.021, -0.076, 0.001, -0.081, -0.007, 0.003, -0.071, 0.003, 0.003, 0.001, 0.000, 0.000, 0.033, 0.005, 0.004, 0.006, 0.001, 0.000, 0.020, 0.021, 0.000, 0.000, 0.000, 0.000, 0.026, 0.022, 0.000, 0.000, 0.000, 0.000, 0.000, 0.000, 0.000, 0.000, -0.006, 0.000, 0.001, 0.001, 0.000, 0.000, 0.000, 0.000, 0.000, 0.000, 0.000, 0.000, 0.000, 0.000, 0.000, 0.000, 0.000, 0.000, 0.000, 0.000, 0.000, 0.000, 0.000, 0.000, 0.000, 0.000, 0.000, 0.000, 0.000, 0.000, 0.000, 0.000, 0.000, 0.000, 0.000, 0.000, 0.000, -0.001, -0.004, 0.000, 0.000, 0.000, 0.000, 0.000, 0.000, 0.000, 0.001, 0.006, 0.000, 0.000, 0.000, 0.009, 0.016, 0.011, 0.002, 0.001, 0.002, 0.000, 0.000, 0.000, 0.000, 0.000, 0.000, 0.000, 0.000, 0.000, 0.000, 0.000, -0.001, 0.000, 0.000, 0.001, 0.000, 0.000, 0.000, 0.000, 0.000, 0.001, 0.004, 0.000, 0.000, 0.004, 0.001, 0.007, 0.028, 0.004, 0.004, 0.000, 0.000], "s2": 3.9380, "spin_multiplicity": 4, "gap_ev": [6.39, 6.18], "e_homo_ev": [-6.4343, -6.3878], "e_above_lowest_ev": 0.869, "largest_force_ev_per_a": 1.30, "mol_weight_g_mol": 1084.16}



(2)
{"formula": "C30H59BBr4Cl2LiN2O15P3S", "method": "the ωB97M-V functional and the def2-TZVPD basis", "species": ["C", "O", "B", "O", "P", "C", "O", "C", "C", "C", "C", "C", "C", "P", "S", "C", "Cl", "C", "C", "Cl", "H", "H", "H", "H", "H", "H", "H", "H", "H", "H", "H", "H", "H", "H", "H", "H", "C", "O", "P", "O", "O", "C", "O", "C", "H", "H", "H", "H", "H", "H", "H", "H", "H", "O", "H", "C", "O", "C", "C", "N", "C", "C", "O", "C", "H", "H", "H", "H", "H", "H", "H", "H", "H", "H", "H", "H", "H", "H", "H", "N", "H", "H", "H", "H", "Br", "Li", "C", "C", "O", "H", "H", "H", "H", "H", "H", "Br", "C", "C", "Br", "H", "H", "H", "H", "Br", "C", "C", "C", "O", "C", "C", "C", "O", "O", "O", "H", "H", "H", "H"], "positions_angstrom": [[4.826, 0.515, 1.094], [3.891, -0.136, 0.152], [3.349, -1.182, 0.943], [2.368, -0.839, 1.791], [4.111, -2.961, 0.748], [2.964, -4.254, 0.025], [1.809, -3.730, -0.551], [0.745, -3.614, 0.358], [0.071, -2.388, 0.387], [-1.003, -2.141, 1.237], [-1.411, -3.177, 2.098], [-0.788, -4.427, 2.075], [0.288, -4.627, 1.194], [5.925, -2.684, -0.477], [6.147, -4.061, -1.830], [4.595, -3.515, 2.457], [3.915, -2.648, 3.840], [5.438, -4.532, 2.701], [6.060, -5.356, 1.564], [5.853, -4.943, 4.354], [5.871, 0.289, 0.773], [4.731, 0.093, 2.114], [4.614, 1.621, 1.201], [1.976, -1.601, 2.248], [2.805, -5.024, 0.797], [3.532, -4.749, -0.792], [0.405, -1.586, -0.284], [-1.463, -1.150, 1.222], [-2.239, -2.941, 2.773], [-1.135, -5.214, 2.749], [0.771, -5.613, 1.174], [7.038, -2.663, 0.423], [5.758, -1.432, -1.151], [5.346, -5.445, 0.728], [6.961, -4.821, 1.224], [6.297, -6.346, 1.982], [-3.948, -1.533, -3.036], [-3.862, -1.726, -1.613], [-4.526, -0.429, -0.727], [-3.644, -0.524, 0.469], [-5.902, -1.258, -0.475], [-6.666, -1.722, -1.588], [-5.224, 1.068, -0.360], [-5.862, 1.814, -1.452], [-2.987, -1.738, -3.510], [-4.694, -2.213, -3.453], [-4.248, -0.507, -3.253], [-6.459, -2.786, -1.748], [-6.438, -1.166, -2.501], [-7.719, -1.595, -1.361], [-6.875, 1.431, -1.768], [-5.175, 1.815, -2.307], [-6.008, 2.839, -1.119], [3.449, 2.556, 2.202], [2.583, 2.159, 2.085], [-9.852, 1.495, -4.558], [-9.425, 1.880, -5.847], [-9.102, 3.262, -5.979], [-7.601, 3.506, -6.014], [-6.981, 3.279, -4.721], [-5.512, 3.112, -4.766], [-4.919, 2.041, -5.691], [-5.215, 0.736, -5.223], [-6.529, 0.293, -5.495], [-10.332, 0.521, -4.644], [-9.010, 1.383, -3.866], [-10.580, 2.206, -4.145], [-9.592, 3.865, -5.204], [-9.513, 3.575, -6.942], [-7.416, 4.542, -6.321], [-7.191, 2.847, -6.790], [-7.363, 2.445, -4.293], [-5.193, 2.861, -3.759], [-5.054, 4.065, -5.007], [-3.834, 2.162, -5.645], [-5.178, 2.148, -6.753], [-6.880, 0.613, -6.479], [-7.212, 0.631, -4.713], [-6.532, -0.799, -5.466], [-9.949, 4.044, -1.576], [-9.249, 4.091, -2.329], [-9.598, 4.551, -0.761], [-10.820, 4.467, -1.894], [-10.112, 3.061, -1.324], [-6.146, 5.068, -3.273], [4.101, -0.798, -1.718], [9.155, -5.394, 7.680], [7.872, -5.884, 8.326], [6.890, -4.852, 8.345], [9.548, -4.531, 8.220], [9.914, -6.178, 7.669], [8.970, -5.072, 6.650], [8.054, -6.184, 9.356], [7.470, -6.745, 7.781], [6.722, -4.593, 7.434], [11.051, -3.124, 2.284], [9.974, -2.405, 3.737], [8.510, -2.656, 3.503], [7.784, -1.430, 2.167], [10.220, -1.351, 3.824], [10.312, -2.929, 4.630], [7.937, -2.459, 4.408], [8.299, -3.664, 3.157], [-8.541, 0.882, -0.638], [3.288, 7.660, 2.790], [4.004, 8.638, 2.227], [5.150, 8.343, 1.304], [5.756, 9.279, 0.804], [5.489, 6.952, 1.048], [4.773, 5.966, 1.615], [3.617, 6.263, 2.515], [3.024, 5.318, 2.968], [5.042, 4.677, 1.410], [3.741, 9.933, 2.452], [2.459, 7.858, 3.457], [6.327, 6.756, 0.394], [4.362, 4.147, 1.926], [4.399, 10.427, 1.927]], "lowdin_charge": [-0.067, -0.181, -0.836, 0.186, 0.975, -0.321, -0.088, -0.285, -0.023, -0.035, -0.051, -0.061, -0.035, 0.203, 0.184, -0.796, 0.711, -0.766, -0.100, 0.700, 0.052, 0.091, 0.076, 0.092, 0.107, 0.083, 0.129, 0.104, 0.120, 0.111, 0.115, -0.143, -0.070, 0.046, 0.065, 0.092, -0.145, -0.250, 0.609, -0.283, -0.260, -0.172, -0.237, -0.256, 0.083, 0.078, 0.057, 0.088, 0.061, 0.012, -0.128, 0.046, 0.045, -0.405, -0.081, -0.124, -0.190, -0.205, -0.217, -0.248, -0.421, -0.204, -0.205, -0.095, 0.094, 0.037, 0.075, 0.110, 0.119, 0.122, 0.098, 0.058, 0.021, 0.019, 0.119, 0.109, 0.090, 0.059, 0.089, 0.295, 0.101, 0.147, 0.139, 0.024, 0.019, 0.758, -0.093, -0.317, -0.083, 0.078, 0.076, 0.056, 0.115, 0.107, 0.052, 0.630, -0.681, -0.663, 0.747, 0.058, 0.060, 0.061, 0.026, -0.093, 0.076, -0.243, -0.332, 0.079, 0.056, -0.240, -0.322, 0.133, 0.080, 0.094, 0.133, 0.125, 0.067, 0.113], "gap_ev": 1.09, "e_homo_ev": -4.7810, "largest_force_ev_per_a": 7.63, "mol_weight_g_mol": 1221.07}